268
Properties=species:S:1:pos:R:3:forces:R:3 method="wB97M-V/def2-TZVPD" homo_lumo_gap_ha=0.3118 homo_ev=-8.240 e_tot_ev=-257346.7950 total_charge=0 max_force_ev_per_a=4.933
O 13.885 21.260 12.076 2.788 1.598 -0.235
C 14.961 21.881 11.921 -2.795 -0.412 1.753
O 15.629 22.497 12.919 -0.447 -0.338 -0.567
C 14.887 22.676 14.129 -0.229 1.144 0.397
C 13.804 23.732 13.953 0.033 -0.274 0.613
C 15.652 22.023 10.648 -0.765 -1.206 -0.688
H 15.579 23.064 14.883 0.197 -0.347 -0.282
H 14.469 21.764 14.496 -0.113 -0.715 -0.031
H 13.197 23.703 14.862 -0.078 0.081 -0.093
H 13.160 23.559 13.105 -0.167 -0.204 -0.235
H 14.236 24.718 13.872 0.166 0.323 -0.105
H 16.010 22.995 10.388 0.010 0.642 -0.013
H 15.010 21.532 9.921 0.123 0.448 -0.386
H 16.466 21.361 10.785 1.421 -0.596 -0.212
O 22.567 16.759 9.100 -0.325 1.181 1.549
C 22.233 17.350 10.120 -0.487 -1.034 -0.386
O 22.318 16.847 11.364 0.565 0.223 0.046
C 22.880 15.535 11.650 -0.422 0.716 -0.027
C 23.327 15.538 13.099 -0.698 0.522 -1.166
C 21.535 18.707 10.258 0.353 -0.335 -0.634
H 23.693 15.310 10.958 -0.127 0.020 -0.017
H 22.041 14.878 11.512 -0.156 -0.561 -0.106
H 23.445 14.544 13.416 0.136 -1.351 0.628
H 22.678 16.081 13.750 -1.008 0.018 0.306
H 24.229 16.050 13.207 1.831 0.642 0.034
H 20.861 18.741 11.125 0.630 0.106 -0.126
H 20.951 18.888 9.375 -0.406 -0.195 -0.570
H 22.291 19.496 10.212 -0.009 0.025 0.601
O 13.367 21.433 16.509 1.788 -0.011 -4.597
C 13.028 21.400 17.618 -3.106 1.643 3.192
O 13.460 20.612 18.548 0.540 -1.114 1.511
C 14.503 19.718 18.167 0.028 0.163 -0.552
C 14.424 18.440 18.936 0.287 -0.729 0.821
C 11.978 22.328 18.178 -0.988 0.222 0.596
H 15.427 20.259 18.332 0.461 -0.098 0.153
H 14.426 19.585 17.076 0.039 -0.392 0.453
H 14.707 18.455 20.025 0.008 0.442 -1.062
H 15.067 17.764 18.393 0.487 -0.304 0.050
H 13.464 17.938 18.917 -0.486 0.306 -0.262
H 11.147 22.494 17.482 0.292 -0.378 -0.070
H 12.421 23.324 18.282 0.093 -0.133 0.344
H 11.547 21.957 19.142 0.589 0.468 -0.759
O 19.433 20.531 18.062 -0.579 -0.042 -0.658
C 20.039 20.630 19.090 1.625 -0.117 0.848
O 19.605 20.211 20.280 -0.244 -0.047 -0.395
C 18.302 19.619 20.244 -0.038 -0.871 -0.610
C 17.999 19.235 21.641 0.586 -0.966 0.892
C 21.436 21.244 19.215 -2.381 1.590 0.172
H 18.392 18.740 19.581 -0.390 0.359 0.086
H 17.553 20.309 19.876 0.142 0.251 -0.399
H 17.951 20.120 22.240 -0.405 0.543 0.466
H 18.865 18.691 22.016 0.096 -0.196 0.145
H 17.146 18.567 21.809 -0.075 0.425 -0.355
H 21.316 22.110 18.513 0.911 -0.561 0.709
H 22.248 20.600 19.012 0.708 -0.830 -0.703
H 21.529 21.546 20.263 0.106 0.387 -0.273
O 15.143 17.548 10.474 -0.461 0.237 -1.180
C 14.957 18.291 9.529 0.447 0.775 1.620
O 15.943 19.130 9.090 -0.597 -0.584 -0.231
C 17.258 18.777 9.503 0.634 0.851 0.454
C 17.661 17.482 8.895 0.309 -0.896 -0.608
C 13.661 18.596 8.821 1.236 -0.720 0.305
H 17.360 18.757 10.581 -0.444 -0.140 0.333
H 17.869 19.644 9.214 -0.013 -0.397 -0.353
H 17.060 16.644 9.204 -0.473 -0.082 0.553
H 18.672 17.152 9.095 0.447 0.374 0.116
H 17.516 17.500 7.829 0.204 0.264 -0.630
H 13.782 19.594 8.394 -0.689 -0.126 0.238
H 12.872 18.372 9.536 -0.278 0.479 -0.283
H 13.631 17.871 8.012 -0.337 -0.052 -0.291
Cl 10.861 19.147 15.089 -0.314 -0.326 0.187
C 12.049 19.537 13.807 0.807 -1.717 1.370
C 11.457 19.517 12.471 -0.187 -0.156 -1.089
Cl 10.827 17.941 11.908 0.323 -0.243 0.045
H 12.894 18.815 13.943 -0.647 0.799 -0.214
H 12.307 20.527 14.076 0.810 0.927 -0.100
H 12.160 19.909 11.743 0.076 -0.207 -0.022
H 10.598 20.131 12.479 -0.891 0.827 -0.108
Cl 15.467 14.560 18.408 -1.118 -0.794 -1.431
C 16.368 15.520 19.508 0.899 -0.728 1.218
C 17.715 15.883 18.970 0.308 -0.220 0.613
Cl 18.765 14.491 18.603 -0.053 -0.176 -0.236
H 16.404 14.893 20.399 0.282 0.443 0.218
H 15.833 16.423 19.694 -0.354 0.566 0.308
H 18.294 16.431 19.692 -0.025 0.397 0.472
H 17.565 16.481 18.106 0.175 0.356 -1.128
Cl 22.191 22.462 9.330 0.440 -0.222 0.204
C 20.512 22.026 8.920 0.012 0.409 0.186
C 19.579 22.845 9.811 0.931 0.632 0.842
Cl 19.483 22.045 11.443 -0.322 -0.067 -0.395
H 20.401 20.959 9.079 -0.100 0.001 -0.070
H 20.466 22.269 7.867 -0.555 0.034 -0.137
H 18.558 23.015 9.428 0.620 -0.184 0.171
H 20.129 23.787 10.091 -1.053 -0.662 -0.758
O 26.435 20.703 14.677 0.453 -0.152 1.463
P 26.058 20.955 13.291 -1.406 -0.686 -0.879
N 24.478 20.338 12.956 1.877 -1.117 -0.115
C 24.359 18.868 13.364 -0.225 1.735 -0.586
C 23.297 21.104 13.247 0.485 1.836 -0.023
N 27.110 20.189 12.227 -2.633 0.564 0.247
C 26.738 19.913 10.849 -1.112 -0.964 0.040
C 28.200 19.520 12.873 1.133 1.576 -1.089
N 26.058 22.569 12.978 0.038 -0.047 -0.537
C 25.959 23.118 11.592 0.645 -0.110 2.216
C 25.980 23.506 14.078 -1.432 2.081 -1.110
H 25.324 18.351 13.283 -0.256 0.255 -0.036
H 23.622 18.419 12.695 0.104 -0.166 0.120
H 23.996 18.819 14.397 0.124 -0.123 -0.032
H 22.983 21.012 14.268 -0.232 -0.382 1.016
H 22.456 20.783 12.637 -0.047 0.249 -0.330
H 23.504 22.232 13.177 -0.355 -1.618 -0.486
H 26.436 18.830 10.605 0.400 1.352 0.632
H 25.932 20.573 10.505 -0.248 -0.369 0.559
H 27.494 20.200 10.172 1.508 0.002 -0.699
H 28.184 19.733 13.925 -0.176 -0.604 0.458
H 28.305 18.529 12.540 -0.248 -1.710 0.170
H 29.080 20.010 12.493 0.996 0.163 -0.055
H 24.986 22.844 11.213 -0.110 0.144 -0.750
H 26.070 24.179 11.772 -0.361 0.397 -0.532
H 26.831 22.820 11.011 -0.339 -0.304 -0.269
H 25.026 24.117 14.063 0.674 -0.544 -0.344
H 26.775 24.250 14.075 0.335 -0.073 -0.274
H 25.963 23.095 15.036 0.256 -1.355 1.261
O 11.254 12.497 14.308 -0.907 -0.543 0.011
P 12.318 12.792 13.345 0.243 0.811 -0.483
N 11.775 13.025 11.735 0.050 -0.645 2.186
C 12.535 12.823 10.547 -0.300 -1.242 -0.907
C 10.515 13.745 11.555 1.000 -0.241 1.238
N 13.528 11.666 13.251 0.218 -1.177 -0.026
C 14.813 11.692 14.022 -0.844 0.316 -1.322
C 13.078 10.284 12.977 0.986 -0.045 0.675
N 13.080 14.160 13.829 -0.063 0.019 0.311
C 13.759 15.004 12.826 -1.939 1.014 2.872
C 12.969 14.503 15.277 1.335 0.701 -0.734
H 13.325 12.074 10.664 -0.088 0.196 0.299
H 12.991 13.735 10.220 0.401 0.724 -0.562
H 11.884 12.420 9.717 0.430 0.502 0.727
H 10.033 13.255 10.775 -1.108 -0.528 -1.714
H 10.668 14.790 11.340 0.031 0.569 -0.202
H 9.867 13.638 12.415 0.135 0.055 0.415
H 14.779 11.533 15.105 -0.425 0.106 -0.139
H 15.450 10.935 13.581 0.034 -0.470 0.034
H 15.318 12.609 13.761 0.101 0.567 0.402
H 12.100 10.187 12.509 -0.250 0.381 0.559
H 13.747 9.869 12.239 0.503 -0.371 -0.254
H 13.201 9.687 13.915 -0.605 0.234 -0.772
H 14.766 14.718 12.696 1.218 -0.212 -0.689
H 13.108 15.027 11.985 0.179 -0.061 -1.117
H 13.684 16.016 13.265 0.539 -0.150 -0.444
H 11.939 14.533 15.617 -0.046 0.104 -0.141
H 13.488 15.476 15.405 -0.549 -0.357 0.013
H 13.531 13.815 15.924 -0.160 -0.113 -0.237
O 19.960 13.682 11.603 0.426 0.425 0.773
P 19.547 12.286 11.376 0.418 -1.121 -0.179
N 20.518 11.680 10.147 -1.305 0.186 0.788
C 21.792 12.307 9.968 -0.900 0.715 -1.233
C 20.401 10.370 9.575 -0.361 -0.439 -0.306
N 17.947 12.244 11.085 0.340 1.555 -0.751
C 17.351 13.524 10.611 -1.120 -1.265 0.692
C 17.221 11.053 10.785 -1.373 -0.506 0.882
N 19.643 11.092 12.584 -1.320 1.319 -0.318
C 20.991 10.795 12.935 1.251 -0.960 1.078
C 18.780 11.357 13.788 -0.185 1.519 -2.135
H 21.865 13.141 10.620 0.387 0.420 0.617
H 21.847 12.715 8.958 0.327 -0.100 -0.233
H 22.523 11.572 10.118 1.624 -0.809 0.266
H 19.356 10.072 9.497 0.048 0.059 -0.156
H 20.895 9.576 10.146 0.234 0.036 0.204
H 20.842 10.360 8.570 -0.170 0.072 0.127
H 18.013 14.360 10.753 0.183 0.092 0.376
H 17.115 13.470 9.553 -0.170 -0.142 -0.318
H 16.402 13.631 11.189 0.530 0.333 -0.500
H 16.804 11.156 9.761 0.426 -0.761 0.297
H 17.837 10.149 11.032 -0.663 0.804 -0.708
H 16.327 11.007 11.475 0.584 -0.083 -0.643
H 21.020 9.904 13.591 -0.047 0.130 -0.414
H 21.664 10.594 12.069 -0.633 0.323 0.613
H 21.373 11.594 13.576 0.558 0.184 -0.190
H 17.804 11.778 13.440 0.775 -0.548 0.316
H 19.204 12.092 14.461 0.403 0.250 0.141
H 18.638 10.466 14.304 -0.327 -1.645 0.903
O 25.682 16.974 19.482 -0.065 0.258 -0.160
P 24.573 17.924 19.732 0.920 -0.007 -0.618
N 23.137 17.124 19.575 -0.596 0.590 -0.042
C 23.117 15.940 18.756 -0.175 -1.727 0.149
C 21.865 17.790 19.859 0.780 -0.653 -1.069
N 24.535 19.314 18.779 -0.636 0.255 -1.947
C 24.133 19.329 17.308 0.474 -0.104 1.073
C 25.258 20.505 19.172 0.744 -0.286 0.272
N 24.736 18.567 21.232 -0.249 0.651 2.389
C 23.792 19.449 22.002 1.161 0.126 -1.346
C 25.921 18.168 22.040 -1.370 0.985 -0.067
H 24.139 15.589 18.747 0.248 -0.187 -0.247
H 22.815 16.087 17.712 -0.221 0.220 0.090
H 22.526 15.048 19.167 0.357 1.527 -0.207
H 21.162 16.993 19.980 -0.724 -0.322 0.592
H 21.500 18.378 19.024 0.010 0.289 -0.339
H 21.966 18.422 20.712 -0.265 0.244 0.618
H 23.671 18.393 17.077 -0.393 -0.756 -0.099
H 23.399 20.102 17.129 -0.417 0.386 0.218
H 24.893 19.504 16.518 0.393 -0.130 1.053
H 24.678 21.402 19.029 -0.550 0.368 0.030
H 25.510 20.374 20.223 0.070 0.437 -0.044
H 26.194 20.681 18.625 -0.081 -0.377 -0.111
H 23.359 20.132 21.282 -0.513 0.079 -0.048
H 23.037 18.946 22.573 -0.542 -0.692 0.055
H 24.280 20.102 22.738 0.581 -0.331 -0.328
H 26.640 17.706 21.393 0.381 -0.283 -0.030
H 25.593 17.529 22.854 0.220 -0.361 0.108
H 26.282 19.105 22.484 0.386 -0.256 -0.055
O 18.417 22.608 20.606 -0.655 0.309 -0.258
P 17.840 23.906 20.177 0.300 0.900 1.346
N 17.310 24.159 18.619 0.738 -0.461 1.511
C 18.421 24.053 17.670 -0.157 -0.941 -1.095
C 16.121 23.391 18.274 -1.549 1.779 0.686
N 19.070 25.081 20.261 -0.406 -1.844 0.684
C 20.012 24.979 21.339 0.962 -2.359 0.119
C 18.904 26.413 19.883 -2.080 0.773 -1.727
N 16.486 24.317 21.102 -0.303 1.367 -0.011
C 15.903 23.579 22.205 0.514 -1.730 0.338
C 15.857 25.663 21.005 0.457 -0.441 0.879
H 18.152 24.680 16.824 0.431 0.183 -0.231
H 18.500 23.012 17.299 -0.047 0.305 0.083
H 19.419 24.284 18.083 -0.834 0.282 -0.074
H 16.357 22.445 17.919 0.635 -1.686 -1.452
H 15.494 24.010 17.593 0.332 -0.765 0.102
H 15.481 23.124 19.145 0.507 0.771 -0.195
H 19.861 25.690 22.133 -0.250 0.388 0.404
H 19.944 23.942 21.704 -0.116 0.434 0.402
H 21.073 25.006 21.033 -0.325 0.566 -0.345
H 18.683 27.010 20.746 -0.280 0.814 0.478
H 19.781 26.780 19.413 0.996 0.541 -0.477
H 18.066 26.476 19.138 0.770 0.265 0.651
H 15.953 24.132 23.172 -0.028 -0.224 -0.676
H 14.841 23.231 22.041 0.839 0.699 -0.120
H 16.491 22.636 22.313 -0.377 0.689 0.118
H 15.992 26.284 21.940 0.243 -0.646 -0.886
H 14.796 25.516 20.921 -0.706 -0.064 -0.132
H 16.174 26.209 20.134 0.281 0.153 -0.206
O 17.148 17.246 16.189 1.653 0.791 -1.346
P 17.957 17.759 14.997 -3.642 -1.031 1.619
N 17.334 19.150 14.289 0.583 -1.653 -0.131
C 17.492 20.355 15.068 -0.038 -0.403 -0.423
C 16.148 19.008 13.472 0.364 0.771 -0.940
N 17.949 16.599 13.834 -0.266 -0.712 -1.363
C 17.717 15.158 14.124 -0.348 1.048 1.554
C 18.203 16.879 12.411 -0.178 2.013 0.498
N 19.455 18.206 15.352 2.160 0.167 0.296
C 20.336 18.601 14.240 1.641 0.750 1.460
C 20.145 17.602 16.486 -0.174 0.351 -0.144
H 17.600 21.214 14.437 -0.707 0.680 -0.495
H 18.437 20.305 15.532 1.033 -0.173 0.948
H 16.740 20.416 15.839 -0.501 0.505 0.237
H 16.131 18.067 12.908 -0.089 0.198 0.470
H 16.258 19.801 12.713 -0.528 -0.162 0.054
H 15.204 19.151 14.000 -0.050 -0.014 0.193
H 16.669 14.861 13.961 0.181 0.163 -0.252
H 18.383 14.548 13.527 0.240 -0.084 -0.085
H 17.879 15.015 15.223 0.056 -0.110 -0.957
H 17.346 16.554 11.807 0.301 -0.262 -0.070
H 18.224 18.044 12.258 0.264 -2.297 0.254
H 19.156 16.413 12.132 -0.247 0.108 -0.409
H 19.729 18.571 13.358 0.408 0.293 -0.679
H 20.808 19.627 14.434 -1.063 -0.929 -0.346
H 21.280 17.978 14.173 -1.340 0.008 -0.161
H 19.480 17.590 17.344 0.057 0.206 0.173
H 21.005 18.254 16.657 0.087 -0.320 0.404
H 20.442 16.562 16.310 0.246 0.072 -0.170

=====

61
Properties=species:S:1:pos:R:3:forces:R:3 method="wB97M-V/def2-TZVPD" homo_lumo_gap_ha=0.2743 homo_ev=-12.265 e_tot_ev=-129227.8249 total_charge=+1 max_force_ev_per_a=4.426
C 2.732 0.174 3.714 -1.329 -0.904 -0.551
C 2.948 -0.953 2.570 -0.123 0.845 -0.195
B 2.617 -0.291 1.160 1.341 2.309 1.568
O 3.044 1.033 0.943 -0.586 -2.517 -1.049
N 1.918 -0.959 -0.021 -0.850 -0.685 -1.182
C 2.775 -1.611 -1.061 1.652 -0.810 -0.530
C 3.895 -2.461 -0.312 -0.643 -0.260 0.097
N 3.579 -3.556 0.261 0.044 1.135 -0.592
C 0.643 -0.961 -0.159 -4.239 -0.221 1.255
N -0.168 -1.509 -1.247 2.314 2.176 -1.390
O -0.778 -2.707 -1.014 -0.251 -0.796 0.926
C -1.056 -0.315 -1.543 1.134 -1.213 -0.905
N -2.225 -0.901 -2.240 0.680 0.896 -0.402
C -2.038 -1.139 -3.445 -0.198 0.641 1.395
O -1.861 -1.312 -4.562 -0.282 -0.489 -0.595
P 0.058 0.607 -2.810 -1.076 2.222 -1.040
N -0.705 1.785 -3.557 0.242 -1.383 0.997
C -1.306 0.432 -0.113 0.296 0.224 -0.329
C -2.867 0.347 0.097 -0.224 0.315 0.679
C -3.433 1.032 1.393 0.058 0.105 0.308
O -3.087 0.843 2.508 0.066 -0.363 -0.759
Br -4.943 2.317 1.148 0.543 -0.625 -0.341
C -0.746 1.925 0.030 -0.678 0.912 -1.087
Cl -0.412 2.379 1.780 -0.141 -0.426 -1.124
C -1.691 3.045 -0.559 0.500 0.925 0.632
C -0.810 4.348 -0.851 -0.690 0.210 0.887
N -0.352 -0.356 0.711 0.947 -0.884 0.439
C -0.810 -1.198 1.839 1.689 -1.013 1.480
N -0.516 -0.605 3.183 -0.759 -1.620 -0.310
C -1.384 -1.328 4.182 0.417 -0.018 1.096
H 2.125 -0.337 4.519 1.032 0.772 -0.471
H 2.041 0.954 3.286 0.971 -0.439 0.719
H 3.693 0.592 4.095 -0.962 -0.349 -0.348
H 2.325 -1.869 2.740 0.849 0.602 0.016
H 4.047 -1.192 2.571 -1.060 -0.254 -0.108
H 3.060 1.204 -0.022 -0.102 0.470 0.726
H 3.245 -0.845 -1.750 -0.628 -0.519 0.990
H 2.212 -2.328 -1.715 0.124 0.838 0.828
H 4.955 -2.095 -0.264 -1.072 -0.269 -0.177
H 2.569 -3.739 0.130 0.441 -0.158 0.103
H -1.522 -2.633 -0.379 0.349 0.254 -0.139
H 0.618 -0.323 -3.757 -0.095 0.009 0.956
H 1.204 1.088 -2.071 -0.281 -0.755 -0.159
H -1.677 1.799 -3.233 0.270 0.354 -0.336
H -3.348 0.880 -0.772 0.555 -0.947 0.831
H -3.195 -0.734 0.153 0.156 1.248 -0.264
H 0.257 2.063 -0.472 -1.074 -0.596 0.562
H -2.311 2.728 -1.435 0.836 0.112 0.624
H -2.410 3.358 0.251 0.575 -0.575 -0.904
H -1.228 4.979 -1.677 0.512 -0.799 0.592
H -0.871 4.983 0.084 0.226 -0.635 -1.050
H 0.276 4.120 -1.001 -1.007 0.140 -0.210
H -0.178 -2.148 1.807 -0.863 0.770 -0.376
H -1.872 -1.549 1.790 0.752 0.843 -0.250
H 0.422 -0.959 3.407 -0.407 0.606 -0.206
H -0.744 -1.575 5.082 -0.733 0.299 -0.949
H -2.216 -0.678 4.566 0.667 -0.716 -0.737
H -1.753 -2.324 3.798 0.119 0.995 0.372
O -0.548 -0.401 -7.473 -0.120 -0.107 0.107
H -0.932 -0.557 -6.603 0.004 0.070 -0.110
H -1.246 -0.654 -8.087 0.112 0.047 -0.005

=====

17
Properties=species:S:1:pos:R:3:forces:R:3 method="wB97M-V/def2-TZVPD" homo_lumo_gap_ha=0.2608 homo_ev=-3.196 e_tot_ev=-11368.4909 total_charge=-1 max_force_ev_per_a=1.762 de_lowest_kcal_mol=61.68
O -0.194 0.932 1.745 -0.064 -0.406 -0.184
C -0.475 0.921 0.532 -0.312 -0.417 0.085
N -1.614 1.310 -0.047 0.022 0.975 0.629
C -1.161 -2.623 1.764 -0.527 -0.907 0.017
O -2.035 -2.899 2.544 -0.198 0.556 0.531
C 0.580 0.249 -0.383 1.633 0.010 -0.660
C 1.674 1.315 -0.681 -0.214 -0.786 0.253
N 0.061 -0.348 -1.639 -0.622 0.930 0.219
H -1.419 2.040 -0.739 -0.108 -0.729 -0.454
H -0.875 -3.470 1.124 0.685 0.293 -0.574
H -0.690 -1.638 1.673 0.020 0.190 0.055
H 1.104 -0.561 0.135 -0.301 0.063 0.388
H 2.342 1.349 0.180 -0.260 0.546 0.192
H 2.341 1.047 -1.507 -0.361 -0.051 -0.256
H 1.154 2.255 -0.870 0.417 0.232 -0.031
H -0.950 -0.257 -1.482 -0.071 -0.369 -0.045
H 0.158 0.377 -2.349 0.261 -0.131 -0.164